This record from the Open Molecules 2025 dataset describes a 5-piece molecular cluster, H10O5 overall. The level of theory is wB97M-V/def2-TZVPD.

Energy relative to the best compared isomer or geometry (same formula, charge and spin)   92.3 kJ/mol
F_max   0.23 eV/Å
Calculated total energy   -382.189017 a.u.
E_HOMO   -0.3942 Ha

Geometry (Å):
O 0.3411 2.0393 1.4123
H 0.4134 1.1051 1.1767
H -0.6008 2.1902 1.5321
O -2.9565 0.9664 -0.5702
H -2.5474 0.1017 -0.7058
H -2.8487 1.4274 -1.4058
O -1.2582 -1.1458 -1.5426
H -1.3565 -2.0844 -1.7335
H -0.8258 -0.7772 -2.3212
O 0.8285 -0.6510 0.4479
H 0.1615 -0.5077 -0.2390
H 0.7094 -1.5628 0.7288
O 3.4389 -0.1702 1.3879
H 2.5412 -0.2004 1.0246
H 3.9600 -0.7304 0.8077

=====

This record from the Open Molecules 2025 dataset describes a 5-piece molecular cluster, H10O5 overall. The level of theory is wB97M-V/def2-TZVPD.

Energy relative to the best compared isomer or geometry (same formula, charge and spin)   49.5 kJ/mol
F_max   1.23 eV/Å
Calculated total energy   -382.205322 a.u.
E_HOMO   -0.4021 Ha

Geometry (Å):
O 0.8021 2.6746 0.8049
O 0.8651 0.8809 -1.2787
O 1.3028 -1.8537 -0.7865
O -1.3598 -2.3012 0.3741
O -1.5149 0.6186 0.9963
H 1.0189 3.6015 0.7309
H 0.1419 0.6642 -1.8732
H 1.6592 -2.3821 -1.5067
H -1.8436 -3.0166 0.7968
H -0.5986 0.7703 0.7502
H 1.0875 2.1025 0.0770
H 1.2058 0.0177 -0.9567
H 0.3834 -2.1366 -0.6679
H -1.7437 -1.4862 0.7590
H -2.0141 1.4385 0.9788

=====

This record from the Open Molecules 2025 dataset describes H10O5Tl as an isolated structure. The level of theory is wB97M-V/def2-TZVPD.

Energy relative to the best compared isomer or geometry (same formula, charge and spin)   84.3 kJ/mol
F_max   2.78 eV/Å
Net charge   +3
Calculated total energy   -553.235492 a.u.
E_HOMO   -0.9081 Ha

Geometry (Å):
Tl 0.9252 0.5383 0.6438
O -1.7276 1.1540 -0.2500
H -1.7143 1.7097 -1.0622
H -2.6629 1.1895 0.0732
O 2.1677 -1.9565 0.6884
H 2.4274 -2.4338 -0.1232
H 2.4434 -2.5397 1.4341
O 0.5527 -0.8763 -1.5605
H 1.0786 -1.6245 -1.9094
H -0.2028 -0.7830 -2.1805
O -0.8595 -1.4195 1.0117
H -1.8169 -1.3511 0.7948
H -0.6463 -2.3827 1.0272
O 0.0443 3.1984 0.5372
H 0.4651 3.7173 -0.1933
H -0.4742 3.8599 1.0689

=====

This record from the Open Molecules 2025 dataset describes one molecule with the formula H10Si7. The level of theory is wB97M-V/def2-TZVPD.

Energy relative to the best compared isomer or geometry (same formula, charge and spin)   1.7 kJ/mol
F_max   2.98 eV/Å
Calculated total energy   -2032.267273 a.u.
E_HOMO   -0.2913 Ha

Geometry (Å):
Si -2.0636 -1.1945 -0.8819
Si 0.6013 0.9786 -1.5810
Si 1.0922 -1.3538 1.1219
Si 0.2946 -1.4380 -1.0645
Si -2.5637 -0.0665 1.0676
Si 0.4436 2.1879 0.4724
Si -0.3948 0.3507 2.0187
H -2.2979 -0.3602 -2.0607
H -2.7045 -2.5106 -0.9146
H 1.9347 1.2197 -2.2780
H -0.3661 1.8492 -2.4826
H 1.0858 -2.6477 2.0724
H 2.4485 -1.1033 1.0642
H 0.9987 -2.5039 -1.7177
H -0.3753 3.5712 0.5547
H 1.7411 2.5697 1.1498
H 0.1253 0.4516 3.4592

=====

This record from the Open Molecules 2025 dataset describes a 5-piece molecular cluster, H11O5 overall. The level of theory is wB97M-V/def2-TZVPD.

Energy relative to the best compared isomer or geometry (same formula, charge and spin)   60.9 kJ/mol
F_max   2.13 eV/Å
Net charge   +1
Calculated total energy   -382.554847 a.u.
E_HOMO   -0.5918 Ha

Geometry (Å):
O 1.0546 0.7634 -1.9041
H 1.6706 1.4275 -2.2279
H 1.5507 0.0249 -1.5431
O 0.9389 2.1005 1.8521
H 1.2348 1.2238 2.1223
H 1.7446 2.6240 1.9145
O -1.1923 -0.8553 0.9078
H -1.1029 -1.0177 1.8519
H -1.1945 -1.7183 0.4396
O -0.5578 -2.8963 -0.7814
H -0.2764 -3.8124 -0.7271
H -1.0379 -2.7770 -1.6070
O -0.9334 1.3953 -0.0926
H -0.5062 1.1326 -0.9583
H -0.4056 1.9968 0.4673
H -0.9870 0.3883 0.2861

=====

This record from the Open Molecules 2025 dataset describes a 6-piece molecular cluster, H11O6 overall. The level of theory is wB97M-V/def2-TZVPD.

Energy relative to the best compared isomer or geometry (same formula, charge and spin)   158.5 kJ/mol
F_max   3.78 eV/Å
Net charge   -1
Calculated total energy   -458.058786 a.u.
E_HOMO   -0.1750 Ha

Geometry (Å):
O -0.5676 -0.6759 -0.5692
H -1.5193 -0.6450 -0.9385
O -1.3735 -2.5820 1.4887
H -1.0066 -3.4794 1.1922
H -1.4954 -2.1529 0.5236
O 0.5098 1.8767 -0.3246
H -0.2184 2.5461 -0.5096
H 0.1034 0.9453 -0.2604
O 1.3900 -1.1147 -2.4079
H 1.5592 -0.2024 -2.3943
H 0.8964 -1.1757 -1.5262
O -2.8147 2.4024 1.7048
H -2.8113 1.8805 0.8838
H -2.0138 2.0063 2.1487
O 3.0105 0.0999 0.2630
H 2.0850 0.5119 0.2266
H 3.1844 -0.2862 -0.5841

=====

> What is the formula in the third record?

H10O5Tl